# 1
{
  "formula": "C5H12O2",
  "method": "ωB97M-V with the def2-TZVPD basis set",
  "de_lowest_kj_mol": 387.9,
  "gap_ev": 9.1,
  "total_energy_ev": -9471.1151,
  "total_charge": 0,
  "elements": ["C", "O", "C", "C", "C", "C", "O", "H", "H", "H", "H", "H", "H", "H", "H", "H", "H", "H", "H"],
  "positions_angstrom": [[-1.30226, -0.43992, 1.50952], [-0.10120, -0.33545, 0.76392], [-0.19042, 0.48927, -0.41306], [-0.73159, 1.87886, -0.10400], [1.20774, 0.58045, -1.01005], [1.79575, -2.57719, -0.70202], [0.48926, -2.58483, -0.64828], [-1.55453, 0.50418, 2.00608], [-1.13459, -1.20094, 2.27508], [-2.14619, -0.74498, 0.87311], [-0.86743, -0.01715, -1.12115], [-0.11279, 2.36353, 0.65948], [-1.77000, 1.86224, 0.23913], [-0.69492, 2.48562, -1.01403], [1.92310, 0.88484, -0.23870], [1.22045, 1.32644, -1.80948], [1.54244, -0.36300, -1.44442], [2.12485, -1.85365, 0.10151], [0.13785, -1.94028, 0.01524]],
  "forces_ev_per_a": [[-0.157, -0.010, 0.124], [0.050, -0.025, -0.064], [-0.005, 0.170, -0.182], [-0.052, 0.048, 0.038], [0.023, 0.015, -0.019], [-0.281, 0.056, 0.301], [0.212, -0.099, 0.037], [0.055, -0.153, -0.082], [-0.033, 0.088, -0.121], [0.118, 0.037, 0.068], [0.065, 0.085, 0.073], [-0.077, -0.048, -0.092], [0.150, 0.005, -0.045], [-0.014, -0.082, 0.142], [-0.114, -0.014, -0.097], [-0.026, -0.069, 0.104], [-0.056, 0.172, 0.050], [0.016, -0.196, -0.175], [0.124, 0.020, -0.060]],
  "mulliken_charge": [-0.79, -0.49, 0.82, -1.55, -1.39, -0.39, -0.29, 0.31, 0.28, 0.34, 0.20, 0.35, 0.40, 0.44, 0.33, 0.42, 0.32, 0.20, 0.49]
}

=====

# 2
{
  "formula": "C13H15IO",
  "method": "ωB97M-V with the def2-TZVPD basis set",
  "de_lowest_kj_mol": 151.7,
  "gap_ev": [7.3, 7.3],
  "total_energy_ev": -23868.8053,
  "total_charge": 0,
  "elements": ["C", "C", "C", "C", "C", "C", "C", "C", "C", "C", "C", "C", "C", "O", "I", "H", "H", "H", "H", "H", "H", "H", "H", "H", "H", "H", "H", "H", "H", "H"],
  "positions_angstrom": [[1.05981, 3.02735, 1.16342], [-0.09155, 2.31458, 0.74328], [2.34871, 2.61121, 0.89896], [1.41512, 0.73195, -0.28653], [0.08362, 1.13878, -0.00672], [2.52538, 1.47945, 0.13411], [-1.91876, -2.73230, -0.35722], [-2.07271, -1.76131, -1.53391], [-2.11335, -2.17843, 1.07329], [-1.09015, -0.60742, -1.58030], [-1.05852, 0.32210, -0.36000], [-1.07366, -1.15703, 1.47960], [3.96949, 1.17663, -0.21986], [-0.60292, -1.32397, 2.59500], [-3.02364, 1.05509, -0.21948], [0.75497, 3.82275, 1.85172], [-1.06892, 2.62975, 0.97200], [3.11486, 3.24316, 1.26515], [1.55083, -0.14354, -0.94244], [-2.74181, -3.42943, -0.40433], [-1.13129, -3.54009, -0.46802], [-1.99151, -2.40584, -2.40875], [-3.20103, -1.50028, -1.45586], [-3.06966, -1.75201, 1.39290], [-1.96554, -2.91519, 1.84026], [-0.13863, -1.07275, -1.76428], [-1.33078, -0.15678, -2.57323], [4.51406, 1.77390, 0.44036], [4.15417, 0.11015, -0.02904], [4.19345, 1.23954, -1.24009]],
  "forces_ev_per_a": [[-2.673, -0.422, 0.785], [2.682, -0.613, -0.644], [-1.945, 0.505, 0.077], [-0.217, 0.155, -0.591], [0.836, 0.873, 0.423], [0.220, -0.431, -0.839], [-0.637, -1.317, 0.638], [-2.070, -1.092, 1.379], [1.030, 0.416, -0.334], [-0.309, -0.324, -0.740], [-0.397, -2.380, 0.584], [0.084, -1.072, 2.019], [-2.076, -2.455, 0.838], [-0.093, 2.264, -3.376], [-0.217, 0.776, 0.417], [0.922, 0.217, -0.370], [-0.854, 0.528, 0.404], [1.042, 0.142, 0.158], [0.163, 0.412, 0.549], [-0.787, -0.186, -0.455], [0.150, 1.636, 0.446], [0.160, 0.387, -0.356], [1.978, 0.262, -0.503], [-0.235, 0.125, -1.023], [0.099, -0.933, 0.034], [0.770, -0.100, 0.248], [0.274, 0.775, 0.897], [1.550, 0.790, 0.489], [0.183, 0.185, 0.380], [0.367, 0.874, -1.535]],
  "mulliken_charge": [-0.74, -1.22, -0.81, -0.41, 1.42, 0.83, -0.67, -0.43, -0.68, -0.77, -0.21, 0.49, -1.33, -0.50, 0.16, 0.29, 0.38, 0.34, 0.24, 0.34, 0.33, 0.37, 0.27, 0.33, 0.40, 0.30, 0.24, 0.40, 0.32, 0.32]
}

=====

# 3
{
  "formula": "C4H18N2O5",
  "method": "ωB97M-V with the def2-TZVPD basis set",
  "de_lowest_kj_mol": 143.9,
  "gap_ev": 9.8,
  "total_energy_ev": -17657.8756,
  "total_charge": 0,
  "smiles": "CCCNC(N)=O.O.O.O.O",
  "elements": ["C", "C", "C", "N", "C", "N", "O", "H", "H", "H", "H", "H", "H", "H", "H", "H", "H", "O", "H", "H", "O", "H", "H", "O", "H", "H", "O", "H", "H"],
  "positions_angstrom": [[0.17210, 2.76224, -0.95907], [0.76689, 1.89754, 0.21507], [2.21062, 1.56215, -0.06526], [2.25908, 0.46557, -1.07851], [1.72833, -0.79065, -0.83186], [1.50352, -1.29446, 0.45526], [1.25594, -1.41828, -1.78209], [0.74137, 3.69353, -0.86111], [0.34145, 2.41851, -1.94672], [-0.89308, 2.92943, -0.85890], [0.19355, 0.93189, 0.25944], [0.55033, 2.47786, 1.10942], [2.67974, 2.42808, -0.66837], [2.66431, 1.21419, 0.83307], [2.12394, 0.77095, -2.03051], [1.91216, -0.91628, 1.26425], [0.66079, -1.81874, 0.47603], [-0.22614, -0.92410, 2.90406], [0.22373, -0.09288, 3.07500], [-0.68334, -1.00982, 3.79909], [-2.38699, -1.97534, 1.36674], [-1.77878, -1.97850, 2.10635], [-2.68898, -1.09259, 1.03331], [-3.72951, 0.44097, 0.25090], [-3.13260, -0.04563, -0.34191], [-3.63167, 1.38603, 0.17022], [-1.54860, -0.63653, -1.48987], [-0.73391, -0.32547, -1.87819], [-1.65074, -1.59251, -1.51387]],
  "forces_ev_per_a": [[0.836, 0.317, 1.845], [-2.104, -0.342, -1.593], [-0.432, 0.290, -2.606], [0.502, -0.134, 1.639], [-1.718, -0.088, -0.536], [1.149, 0.894, -2.363], [0.452, 0.082, 0.251], [-0.514, 0.284, -0.284], [0.300, -0.806, -0.914], [-0.126, 0.175, 0.181], [0.421, 0.859, 0.322], [0.407, -0.141, 0.309], [-0.104, -1.105, 1.816], [1.096, 0.240, 0.497], [0.042, -0.385, 0.042], [0.146, 0.410, 0.895], [-0.407, -0.526, 0.464], [-0.781, 0.033, 2.459], [0.259, 0.297, -0.462], [0.675, -0.232, -1.685], [-0.943, -0.243, -1.173], [-0.033, 0.981, -0.300], [0.843, -0.872, 1.475], [-0.349, -0.990, 0.460], [0.074, 1.000, -0.458], [0.437, 0.120, -0.384], [-1.337, 0.555, 0.599], [0.476, -0.738, -0.253], [0.732, 0.067, -0.243]],
  "mulliken_charge": [-1.51, 0.32, -0.88, -0.21, 0.36, -0.30, -0.65, 0.44, 0.37, 0.32, 0.02, 0.37, 0.38, 0.28, 0.29, 0.21, 0.21, -0.60, 0.28, 0.30, -0.62, 0.28, 0.39, -0.68, 0.34, 0.30, -0.61, 0.28, 0.31]
}

=====

Repeat the second record exactly.
{
  "formula": "C13H15IO",
  "method": "ωB97M-V with the def2-TZVPD basis set",
  "de_lowest_kj_mol": 151.7,
  "gap_ev": [7.3, 7.3],
  "total_energy_ev": -23868.8053,
  "total_charge": 0,
  "elements": ["C", "C", "C", "C", "C", "C", "C", "C", "C", "C", "C", "C", "C", "O", "I", "H", "H", "H", "H", "H", "H", "H", "H", "H", "H", "H", "H", "H", "H", "H"],
  "positions_angstrom": [[1.05981, 3.02735, 1.16342], [-0.09155, 2.31458, 0.74328], [2.34871, 2.61121, 0.89896], [1.41512, 0.73195, -0.28653], [0.08362, 1.13878, -0.00672], [2.52538, 1.47945, 0.13411], [-1.91876, -2.73230, -0.35722], [-2.07271, -1.76131, -1.53391], [-2.11335, -2.17843, 1.07329], [-1.09015, -0.60742, -1.58030], [-1.05852, 0.32210, -0.36000], [-1.07366, -1.15703, 1.47960], [3.96949, 1.17663, -0.21986], [-0.60292, -1.32397, 2.59500], [-3.02364, 1.05509, -0.21948], [0.75497, 3.82275, 1.85172], [-1.06892, 2.62975, 0.97200], [3.11486, 3.24316, 1.26515], [1.55083, -0.14354, -0.94244], [-2.74181, -3.42943, -0.40433], [-1.13129, -3.54009, -0.46802], [-1.99151, -2.40584, -2.40875], [-3.20103, -1.50028, -1.45586], [-3.06966, -1.75201, 1.39290], [-1.96554, -2.91519, 1.84026], [-0.13863, -1.07275, -1.76428], [-1.33078, -0.15678, -2.57323], [4.51406, 1.77390, 0.44036], [4.15417, 0.11015, -0.02904], [4.19345, 1.23954, -1.24009]],
  "forces_ev_per_a": [[-2.673, -0.422, 0.785], [2.682, -0.613, -0.644], [-1.945, 0.505, 0.077], [-0.217, 0.155, -0.591], [0.836, 0.873, 0.423], [0.220, -0.431, -0.839], [-0.637, -1.317, 0.638], [-2.070, -1.092, 1.379], [1.030, 0.416, -0.334], [-0.309, -0.324, -0.740], [-0.397, -2.380, 0.584], [0.084, -1.072, 2.019], [-2.076, -2.455, 0.838], [-0.093, 2.264, -3.376], [-0.217, 0.776, 0.417], [0.922, 0.217, -0.370], [-0.854, 0.528, 0.404], [1.042, 0.142, 0.158], [0.163, 0.412, 0.549], [-0.787, -0.186, -0.455], [0.150, 1.636, 0.446], [0.160, 0.387, -0.356], [1.978, 0.262, -0.503], [-0.235, 0.125, -1.023], [0.099, -0.933, 0.034], [0.770, -0.100, 0.248], [0.274, 0.775, 0.897], [1.550, 0.790, 0.489], [0.183, 0.185, 0.380], [0.367, 0.874, -1.535]],
  "mulliken_charge": [-0.74, -1.22, -0.81, -0.41, 1.42, 0.83, -0.67, -0.43, -0.68, -0.77, -0.21, 0.49, -1.33, -0.50, 0.16, 0.29, 0.38, 0.34, 0.24, 0.34, 0.33, 0.37, 0.27, 0.33, 0.40, 0.30, 0.24, 0.40, 0.32, 0.32]
}